1.
ORCA calculation (ωB97M-V/def2-TZVPD) on a molecular structure, C22H29F5N8V.

The calculation puts the maximum force at 5.718 eV/A. As for the frontier orbital gap (spin up / spin down): 8.60 / 8.65 eV. For the HOMO energy (spin up / spin down), the calculation gives -6.45 / -6.51 eV. The calculation puts the LUMO energy (spin up / spin down) at 2.141 / 2.141 eV. Its expectation value of S² is 2.01.

The geometry in ORCA input format:
```
! RIJCOSX wB97M-V def2-TZVPD def2/J DEFGRID3
* xyz -1 3
V 10.093 -35.896 4.267
F 8.702 -37.613 4.574
F 11.498 -34.455 3.828
F 8.557 -34.554 4.842
F 11.198 -37.682 3.864
F 12.794 -34.107 8.252
C 13.811 -33.608 7.581
C 13.635 -32.990 6.344
C 14.796 -32.330 5.875
C 16.048 -32.340 6.547
C 16.193 -33.024 7.693
C 15.107 -33.678 8.208
H 12.666 -32.895 5.877
H 14.691 -31.971 4.862
H 16.922 -31.786 6.238
H 17.196 -32.993 8.094
H 15.366 -34.281 9.066
C 10.800 -37.372 8.761
C 10.741 -36.716 7.469
N 10.730 -36.235 6.428
H 11.316 -36.855 9.570
H 11.236 -38.365 8.648
H 9.813 -37.699 9.088
C 10.067 -31.059 5.278
C 11.308 -30.971 4.440
N 12.300 -30.979 3.798
H 9.627 -30.144 5.676
H 10.290 -31.729 6.108
H 9.261 -31.530 4.715
C 9.132 -33.836 8.167
C 8.493 -34.957 8.800
N 7.970 -35.849 9.318
H 9.442 -34.046 7.144
H 9.924 -33.532 8.852
H 8.352 -33.079 8.088
C 9.843 -31.665 1.503
C 10.077 -30.246 1.409
N 10.279 -29.112 1.282
H 9.371 -31.976 2.435
H 10.786 -32.209 1.441
H 9.192 -31.961 0.680
C 7.972 -37.217 0.177
C 8.739 -36.619 1.253
N 9.397 -36.106 2.102
H 8.480 -36.991 -0.760
H 7.010 -36.707 0.116
H 7.710 -38.271 0.268
C 14.236 -32.900 2.107
C 15.444 -33.323 1.377
N 16.384 -33.704 0.838
H 14.099 -33.596 2.934
H 13.476 -32.821 1.329
H 14.373 -31.898 2.515
C 14.684 -35.950 3.503
C 14.815 -37.178 4.302
N 14.844 -38.206 4.923
H 15.039 -35.087 4.066
H 13.631 -35.777 3.281
H 15.283 -36.136 2.612
C 6.162 -32.932 2.981
C 6.094 -31.785 2.124
N 5.978 -30.872 1.436
H 5.215 -33.209 3.443
H 6.891 -32.678 3.751
H 6.466 -33.776 2.361
*
```

How positive or negative is each atom? The Mulliken charges in e answer that:
1 V 0.933
2 F -0.687
3 F -0.222
4 F -0.708
5 F -0.706
6 F -0.230
7 C 0.306
8 C -0.059
9 C -0.162
10 C -0.842
11 C -0.276
12 C -0.663
13 H 0.324
14 H 0.382
15 H 0.386
16 H 0.354
17 H 0.344
18 C -1.286
19 C 0.394
20 N 0.245
21 H 0.306
22 H 0.370
23 H 0.382
24 C 0.099
25 C 0.339
26 N -0.424
27 H 0.404
28 H -0.021
29 H -0.348
30 C -0.283
31 C 0.181
32 N -0.510
33 H -0.039
34 H 0.248
35 H 0.356
36 C -0.096
37 C 0.376
38 N -0.504
39 H -0.197
40 H -0.061
41 H 0.414
42 C -0.941
43 C 0.509
44 N -0.144
45 H 0.277
46 H 0.278
47 H 0.288
48 C 0.130
49 C 0.135
50 N -0.480
51 H -0.281
52 H 0.143
53 H 0.340
54 C -0.063
55 C 0.069
56 N -0.513
57 H 0.052
58 H 0.123
59 H 0.299
60 C -0.427
61 C 0.332
62 N -0.441
63 H 0.358
64 H 0.020
65 H 0.120

***

2.
ORCA calculation (ωB97M-V/def2-TZVPD) on a molecular structure, C22H29FN4O3RhS3Si.

The calculation puts the maximum force at 0.094 eV/A. As for the frontier orbital gap (spin up / spin down): 8.83 / 5.55 eV. For the HOMO energy (spin up / spin down), the calculation gives -10.53 / -10.62 eV. The calculation puts the LUMO energy (spin up / spin down) at -1.709 / -5.072 eV. For the relative energy (zero: lowest compared OMol25 entry of this formula, charge and spin), the calculation gives 0.0 kcal/mol. Its expectation value of S² is 6.04.

The geometry in ORCA input format:
```
! RIJCOSX wB97M-V def2-TZVPD def2/J DEFGRID3
* xyz 1 5
Rh 0.074 0.934 0.961
C 0.375 -3.306 3.300
Si -0.428 -1.697 2.808
C -2.285 -1.782 2.896
C 0.300 -0.335 3.845
N 0.039 -1.229 1.125
C 0.357 -2.064 0.143
C -0.081 -3.425 0.069
C 0.226 -4.210 -1.008
C 1.012 -3.707 -2.057
C 1.490 -2.402 -2.024
C 1.167 -1.617 -0.950
F 1.673 -0.388 -0.865
H 0.460 -3.317 4.390
H 1.384 -3.396 2.896
H -0.192 -4.192 3.014
H -2.593 -2.131 3.884
H -2.689 -2.479 2.158
H -2.737 -0.803 2.736
H -0.004 -0.476 4.886
H -0.024 0.674 3.578
H 1.392 -0.368 3.812
H -0.709 -3.807 0.860
H -0.141 -5.225 -1.057
H 1.255 -4.341 -2.898
H 2.115 -1.997 -2.808
N -1.233 8.104 -2.023
C -0.748 6.832 -1.866
C -0.468 6.326 -0.589
C -0.024 5.030 -0.431
C 0.152 4.215 -1.544
C -0.101 4.710 -2.821
C -0.555 6.000 -2.979
S 0.653 2.548 -1.382
O -0.546 1.695 -1.291
O 1.582 2.252 -2.430
N 1.231 2.391 0.112
C 2.505 2.731 0.534
S 3.613 3.727 -0.340
C 4.725 3.570 0.964
C 4.192 2.788 1.931
N 2.928 2.310 1.688
H -1.119 8.752 -1.262
H -1.189 8.518 -2.938
H -0.589 6.966 0.277
H 0.208 4.652 0.557
H 0.068 4.081 -3.686
H -0.753 6.384 -3.972
H 5.693 4.040 0.935
H 4.687 2.523 2.853
O -1.671 1.653 1.972
S -3.117 1.976 1.567
C -3.495 1.075 0.042
C -4.182 2.085 -0.870
C -3.360 3.368 -0.756
C -3.120 3.595 0.735
H -4.094 0.201 0.293
H -2.530 0.769 -0.367
H -5.213 2.252 -0.547
H -4.215 1.707 -1.891
H -3.872 4.223 -1.195
H -2.409 3.238 -1.270
H -3.922 4.163 1.207
H -2.168 4.066 0.981
*
```

How positive or negative is each atom? The Mulliken charges in e answer that:
1 Rh 0.548
2 C -1.136
3 Si -0.061
4 C -0.759
5 C -0.824
6 N -0.052
7 C 0.533
8 C -0.062
9 C -0.946
10 C -0.348
11 C -0.802
12 C 0.438
13 F -0.176
14 H 0.406
15 H 0.399
16 H 0.357
17 H 0.424
18 H 0.310
19 H 0.119
20 H 0.372
21 H 0.202
22 H 0.305
23 H 0.312
24 H 0.431
25 H 0.409
26 H 0.513
27 N -0.521
28 C 0.985
29 C -0.758
30 C -0.541
31 C -0.225
32 C -0.513
33 C -0.839
34 S 1.799
35 O -0.615
36 O -0.729
37 N 0.218
38 C 0.214
39 S -0.024
40 C -0.276
41 C -0.657
42 N -0.371
43 H 0.229
44 H 0.225
45 H 0.323
46 H 0.464
47 H 0.469
48 H 0.339
49 H 0.417
50 H 0.404
51 O -0.696
52 S 0.150
53 C -0.145
54 C -0.954
55 C 0.138
56 C -0.479
57 H 0.582
58 H -0.040
59 H 0.332
60 H 0.376
61 H 0.477
62 H -0.313
63 H 0.455
64 H 0.189

***

3.
ORCA calculation (ωB97M-V/def2-TZVPD) on C22H29N3O4 in the gas phase.

The calculation puts the maximum force at 1.286 eV/A. As for the frontier orbital gap: 8.92 eV. For the HOMO energy, the calculation gives -8.31 eV. The calculation puts the LUMO energy at 0.606 eV. For the relative energy (zero: lowest compared OMol25 entry of this formula, charge and spin), the calculation gives 23.6 kcal/mol.

The geometry in ORCA input format:
```
! RIJCOSX wB97M-V def2-TZVPD def2/J DEFGRID3
* xyz 0 1
C 3.662 -2.409 5.534
O 3.634 -1.135 4.941
C 3.196 -1.025 3.655
C 3.174 0.267 3.128
C 2.749 0.489 1.838
C 2.338 -0.568 1.031
C 1.802 -0.310 -0.348
C 0.339 0.155 -0.258
N -0.477 -0.803 0.452
C -0.911 -2.009 -0.204
C -2.425 -2.206 0.007
C -3.146 -1.130 -0.803
O -3.603 -1.361 -1.903
N -3.225 0.089 -0.219
C -3.701 1.236 -0.970
C -2.580 1.850 -1.742
C -1.998 1.504 -2.928
C -0.917 2.415 -3.058
C 0.061 2.518 -4.182
C 1.484 2.638 -3.638
C -0.292 3.732 -5.046
N -0.884 3.219 -2.026
O -1.903 2.878 -1.204
C -2.756 -2.200 1.508
C -1.555 -1.767 2.359
C -0.814 -0.595 1.748
O -0.572 0.434 2.346
C 2.364 -1.847 1.560
C 2.788 -2.086 2.857
H 2.662 -2.855 5.580
H 4.338 -3.087 5.003
H 4.032 -2.255 6.547
H 3.491 1.082 3.759
H 2.729 1.495 1.448
H 2.380 0.473 -0.842
H 1.860 -1.219 -0.952
H -0.072 0.308 -1.261
H 0.289 1.092 0.301
H -0.379 -2.885 0.187
H -0.695 -1.927 -1.272
H -2.708 -3.159 -0.448
H -2.686 0.286 0.610
H -4.123 1.967 -0.278
H -4.465 0.875 -1.663
H -2.295 0.723 -3.595
H -0.023 1.612 -4.791
H 1.750 1.753 -3.064
H 1.555 3.505 -2.988
H 2.192 2.746 -4.457
H -1.303 3.642 -5.439
H 0.399 3.812 -5.881
H -0.231 4.638 -4.448
H -3.597 -1.532 1.700
H -3.065 -3.199 1.821
H -1.875 -1.488 3.363
H -0.844 -2.592 2.449
H 2.057 -2.686 0.949
H 2.793 -3.099 3.229
*
```

How positive or negative is each atom? The Mulliken charges in e answer that:
1 C -0.837
2 O -0.455
3 C 0.881
4 C -0.863
5 C -0.049
6 C 0.047
7 C -1.067
8 C -0.855
9 N 1.309
10 C -1.591
11 C 0.723
12 C 0.009
13 O -0.704
14 N -0.019
15 C -1.203
16 C 0.427
17 C -0.429
18 C 0.434
19 C 0.628
20 C -1.341
21 C -1.557
22 N -0.540
23 O -0.193
24 C -1.105
25 C -1.089
26 C 0.588
27 O -0.674
28 C -0.470
29 C -0.645
30 H 0.326
31 H 0.330
32 H 0.241
33 H 0.428
34 H 0.391
35 H 0.446
36 H 0.421
37 H 0.018
38 H 0.449
39 H 0.296
40 H 0.551
41 H 0.615
42 H 0.157
43 H 0.409
44 H 0.434
45 H 0.519
46 H 0.302
47 H 0.144
48 H 0.364
49 H 0.446
50 H 0.369
51 H 0.434
52 H 0.329
53 H 0.418
54 H 0.314
55 H 0.462
56 H 0.300
57 H 0.320
58 H 0.403

***

- Look up the maximum force of the second one.
  0.094 eV/A

***

- Among the records above, which one has the lowest maximum force?
  C22H29FN4O3RhS3Si

***

- Which of these has the highest maximum force?
  C22H29F5N8V